Entry 1:
Formula: C46H35N10O5SY
Source: OMol25
Level of theory: wB97M-V/def2-TZVPD

XYZ file:
```
98
Properties=species:S:1:pos:R:3:forces:R:3:lowdin_charge:R:1
Y 0.6371 -0.3225 0.0679 -0.2 0.4 0.1 1.528
O -1.5536 -3.3023 -2.5251 0.0 0.0 0.0 0.008
C -1.0931 -2.6828 -1.5585 0.0 -0.1 0.0 -0.528
N 0.0672 -2.0602 -1.4071 0.0 0.1 -0.1 -0.027
C 1.1314 -2.2088 -2.3253 0.0 0.0 0.0 -0.211
C 1.0180 -2.5437 -3.6713 0.0 0.0 0.0 -0.032
C 2.1634 -2.6609 -4.4504 0.0 0.0 0.0 -0.103
C 3.4149 -2.4569 -3.8934 0.0 0.0 0.0 -0.097
C 3.5484 -2.1300 -2.5496 -0.1 0.0 0.0 -0.010
C 2.4124 -2.0002 -1.7565 0.1 0.0 0.0 -0.209
N 2.3937 -1.6707 -0.3923 0.1 0.0 0.0 -0.030
C 3.4440 -1.7641 0.4214 0.0 0.0 0.1 -0.474
O 4.6170 -2.0458 0.1853 0.0 0.0 0.0 0.034
C 3.0478 -1.5071 1.8720 0.1 0.0 -0.1 -0.181
C 4.0238 -1.5832 2.8515 -0.1 0.0 0.1 0.010
C 3.6592 -1.3962 4.1724 0.0 0.0 0.0 -0.045
C 2.3286 -1.1388 4.4699 0.0 0.0 0.0 -0.052
C 1.4240 -1.0579 3.4263 0.0 0.0 0.0 -0.148
N 1.7663 -1.2335 2.1502 -0.1 0.0 0.0 0.032
C -1.9355 -2.6379 -0.2973 0.0 0.0 0.1 -0.180
C -3.0549 -3.4547 -0.2141 0.0 0.0 0.0 0.008
C -3.7389 -3.5363 0.9846 0.0 0.0 0.0 -0.046
C -3.2844 -2.7950 2.0642 0.0 0.0 0.0 -0.050
C -2.1902 -1.9683 1.8836 0.0 0.0 0.0 -0.163
N -1.5292 -1.8711 0.7254 0.1 0.0 0.0 0.028
H 0.0422 -2.7346 -4.0894 0.0 0.0 0.0 0.093
H 2.0700 -2.9251 -5.4968 0.0 0.0 0.0 0.093
H 4.3029 -2.5557 -4.5057 0.0 0.0 0.0 0.096
H 4.5175 -1.9757 -2.1026 0.0 0.0 0.0 0.099
H 5.0360 -1.7935 2.5386 0.0 0.0 0.0 0.119
H 4.3982 -1.4508 4.9616 0.0 0.0 0.0 0.109
H 1.9920 -0.9917 5.4865 0.0 0.0 0.0 0.103
H 0.3810 -0.8392 3.6210 0.0 0.0 0.0 0.056
H -3.3286 -4.0188 -1.0940 0.0 0.0 0.0 0.118
H -4.6058 -4.1772 1.0815 0.0 0.0 0.0 0.111
H -3.7686 -2.8414 3.0295 0.0 0.0 0.0 0.106
H -1.8348 -1.3324 2.6823 0.0 0.0 0.0 0.047
C 1.5445 9.2589 -10.6576 0.0 0.0 0.0 -0.081
O 1.8072 9.4838 -9.2850 0.0 0.0 0.0 -0.076
C 1.5128 8.4863 -8.4158 0.0 0.0 0.0 -0.282
C 0.9331 7.2764 -8.7753 0.0 0.0 0.0 -0.016
C 0.6718 6.3263 -7.7954 0.0 0.0 0.0 -0.026
C 0.9786 6.5587 -6.4626 0.0 0.0 0.0 -0.157
C 1.5609 7.7830 -6.1174 0.0 0.0 0.0 -0.014
C 1.8240 8.7328 -7.0769 0.0 0.0 0.0 0.009
C 0.7096 5.5811 -5.4058 0.0 -0.1 0.0 -0.263
N 0.9057 5.7881 -4.1250 0.0 0.0 0.0 0.190
C 0.5108 4.6292 -3.5062 0.0 -0.1 -0.2 -0.172
C 0.0723 3.7087 -4.4241 0.1 0.1 0.1 -0.129
N 0.2028 4.3296 -5.6435 0.0 0.0 0.0 0.182
C -0.4028 2.4123 -4.0682 0.0 0.0 0.1 -0.071
C -0.8897 1.4807 -4.9910 0.0 0.0 0.0 0.004
C -1.3547 0.2797 -4.5324 0.0 0.0 0.0 -0.027
C -1.2804 0.0147 -3.1620 0.0 0.0 0.0 -0.117
N -0.7971 0.8580 -2.2634 0.0 0.0 -0.1 0.104
C -0.3921 2.0735 -2.6979 -0.1 0.0 0.0 -0.136
C 0.0361 3.0590 -1.7043 -0.1 0.0 0.0 -0.151
N -0.0397 2.7133 -0.4027 0.2 0.0 -0.1 0.097
C 0.3780 3.5815 0.4971 0.0 0.0 0.0 -0.173
C 0.8725 4.8533 0.1835 0.0 0.0 -0.1 -0.037
C 0.9279 5.2300 -1.1326 0.0 0.0 0.1 0.013
C 0.4998 4.3217 -2.1096 0.0 0.0 0.1 -0.075
H 1.8819 10.1502 -11.1784 0.0 0.0 0.0 0.093
H 0.4758 9.1182 -10.8396 0.0 0.0 0.0 0.095
H 2.0949 8.3914 -11.0299 0.0 0.0 0.0 0.096
H 0.6758 7.0608 -9.8017 0.0 0.0 0.0 0.102
H 0.2094 5.3976 -8.1086 0.0 0.0 0.0 0.105
H 1.8008 7.9677 -5.0796 0.0 0.0 0.0 0.113
H 2.2739 9.6817 -6.8178 0.0 0.0 0.0 0.122
H 0.0094 3.9342 -6.5452 0.0 0.0 0.0 0.144
H -0.9086 1.7137 -6.0490 0.0 0.0 0.0 0.114
H -1.7525 -0.4759 -5.1946 0.0 0.0 0.0 0.115
H -1.6271 -0.9447 -2.8153 0.0 0.0 0.0 0.084
H 0.3422 3.2494 1.5262 0.0 0.0 0.0 0.071
H 1.1966 5.5112 0.9784 0.0 0.0 0.0 0.112
H 1.2975 6.1990 -1.4418 0.0 0.0 0.0 0.118
N -2.7800 0.9498 0.3686 -0.1 -0.1 0.0 0.131
C -2.2260 1.6945 1.3356 0.1 0.2 0.0 -0.801
S -0.9741 1.1036 2.3063 -0.1 0.0 0.0 0.717
N -2.7266 2.9425 1.4427 0.0 0.0 0.0 0.072
C -2.3073 3.9915 2.3104 0.0 0.0 0.1 -0.274
C -2.0825 5.2464 1.7605 0.0 0.0 0.0 -0.043
C -1.7226 6.3040 2.5808 0.0 0.0 0.0 -0.080
C -1.5752 6.1047 3.9454 0.0 0.0 0.0 -0.085
C -1.8081 4.8495 4.4892 0.0 0.0 0.0 -0.070
C -2.1878 3.7908 3.6785 0.0 0.0 0.0 -0.047
H -2.4756 -0.0043 0.2628 0.1 0.0 0.0 0.047
H -3.2647 1.3732 -0.4051 0.0 0.0 0.0 0.115
H -3.4438 3.2004 0.7821 0.0 0.0 0.0 0.151
H -2.1696 5.3835 0.6892 0.0 0.0 0.0 0.118
H -1.5466 7.2802 2.1485 0.0 0.0 0.0 0.107
H -1.2849 6.9269 4.5858 0.0 0.0 0.0 0.103
H -1.7047 4.6932 5.5547 0.0 0.0 0.0 0.107
H -2.3851 2.8154 4.0969 0.0 0.0 0.0 0.092
O 2.1764 1.2795 1.0394 0.1 0.0 -0.1 -0.160
C 2.6588 1.5612 -0.0915 -0.1 -0.1 0.0 -0.516
O 2.1762 1.1125 -1.1603 -0.1 0.0 0.0 -0.116
H 3.5350 2.2270 -0.1444 0.0 0.0 0.0 0.139
```
Positions in Å, forces in eV/Å.

As for the HOMO energy: -0.249 Eh. The total energy comes out at -85295.79006 eV.


Entry 2:
Formula: C46H36Cl2F5Ge2N3S2Tl
Source: OMol25
Level of theory: wB97M-V/def2-TZVPD

XYZ file:
```
97
Properties=species:S:1:pos:R:3:forces:R:3:lowdin_charge:R:1
Tl -0.4203 0.5408 -1.7887 0.0 0.6 0.1 0.681
C -2.4096 0.5541 -7.2995 0.0 0.0 0.0 -0.444
S -0.7113 0.0296 -7.0050 0.0 0.0 0.1 0.819
C -0.5577 0.0123 -5.2346 0.1 0.2 -0.1 -1.089
S -1.7861 0.6165 -4.2037 0.0 -0.2 -0.2 0.603
N 0.6169 -0.4721 -4.9229 0.0 0.2 0.1 -0.096
N 0.8377 -0.5445 -3.5786 -0.4 -0.1 -0.3 -0.112
C 1.9495 -0.9828 -3.1629 0.2 -0.2 0.3 -0.110
C 2.1073 -1.2488 -1.7194 -0.2 0.0 -0.2 -0.325
C 3.2818 -1.7771 -1.2756 0.2 -0.1 0.1 -0.066
C 3.3689 -2.1042 0.1052 0.0 0.0 -0.1 -0.076
C 2.2918 -1.9540 0.9059 -0.2 0.0 0.0 -0.035
C 1.0247 -1.4439 0.3981 0.0 0.2 0.0 -0.387
N 1.0290 -1.0283 -0.9287 0.0 0.1 -0.1 0.012
H -2.4185 1.1037 -8.2397 0.0 0.0 0.0 0.023
H -2.7356 1.2056 -6.4918 0.0 0.0 0.0 -0.022
H -3.0700 -0.3080 -7.3682 0.0 0.0 0.0 0.027
H 2.7544 -1.2399 -3.8504 0.0 0.0 0.0 0.130
H 4.1082 -1.9258 -1.9579 0.0 0.0 0.0 0.098
H 4.2984 -2.4853 0.5114 0.0 0.0 0.0 0.101
H 2.3569 -2.2032 1.9577 0.0 0.0 0.0 0.080
H -0.9816 -0.9113 0.6971 0.0 0.0 0.1 0.001
Cl -1.9015 2.2116 2.2561 0.1 -0.1 0.0 0.594
C -0.2746 2.9135 2.1690 0.1 0.1 -0.1 -0.959
Cl 0.9240 1.8596 1.4232 -0.1 0.0 0.1 0.608
H 0.0505 3.1211 3.1801 0.0 0.0 0.1 0.015
H -0.3409 3.8137 1.5707 0.0 0.1 0.0 0.018
F -2.4539 3.0262 -1.2500 0.1 -0.1 0.0 0.028
C -3.1425 1.8930 -0.9896 -0.1 0.2 0.1 -0.295
C -2.5164 0.6696 -0.9786 0.2 -0.3 -0.1 -0.171
C -3.3146 -0.4145 -0.7053 0.0 -0.3 0.0 -0.276
F -2.7964 -1.6605 -0.7099 0.0 0.1 -0.1 0.071
C -4.6637 -0.3100 -0.4232 -0.1 -0.1 0.1 -0.157
F -5.4086 -1.3902 -0.1489 0.0 0.0 0.0 0.108
C -5.2542 0.9385 -0.4332 -0.1 0.0 0.0 -0.139
F -6.5604 1.0680 -0.1706 0.0 0.0 0.0 0.111
C -4.4891 2.0527 -0.7212 -0.1 0.1 0.0 -0.149
F -5.0639 3.2639 -0.7309 0.0 0.0 0.0 0.107
Ge 0.8228 2.8586 -1.9640 0.0 0.0 0.0 0.828
C 2.7133 2.9151 -1.4450 0.1 0.0 0.0 -0.369
C 3.6394 1.9595 -1.8674 0.0 0.1 0.1 -0.113
C 4.9681 2.0142 -1.4617 -0.1 0.0 0.0 -0.088
C 5.3973 3.0344 -0.6247 0.0 0.0 0.0 -0.104
C 4.4920 3.9977 -0.1966 -0.1 0.0 0.0 -0.100
C 3.1639 3.9335 -0.6013 0.1 -0.1 0.0 -0.145
C 0.6573 3.3668 -3.8439 0.0 0.0 -0.2 -0.376
C -0.4417 4.1090 -4.2781 0.1 0.0 0.0 -0.138
C -0.6617 4.3346 -5.6304 0.0 0.0 0.0 -0.098
C 0.2091 3.8060 -6.5739 0.0 0.0 0.0 -0.108
C 1.3098 3.0681 -6.1588 0.0 0.0 0.1 -0.103
C 1.5319 2.8541 -4.8042 -0.1 0.1 0.0 -0.120
H 0.1969 4.0111 -1.1381 -0.1 -0.1 0.0 -0.026
H 3.3221 1.1486 -2.5113 0.0 0.0 0.0 0.074
H 5.6641 1.2519 -1.7917 0.0 0.0 0.0 0.099
H 6.4296 3.0741 -0.2980 0.0 0.0 0.0 0.094
H 4.8200 4.7966 0.4578 0.0 0.0 0.0 0.095
H 2.4640 4.6848 -0.2495 0.0 0.0 0.0 0.085
H -1.1440 4.5054 -3.5516 0.0 0.0 0.0 0.093
H -1.5239 4.9087 -5.9488 0.0 0.0 0.0 0.097
H 0.0213 3.9521 -7.6307 0.0 0.0 0.0 0.096
H 1.9847 2.6412 -6.8908 0.0 0.0 0.0 0.101
H 2.3955 2.2735 -4.4964 0.0 0.0 0.0 0.091
C -0.1000 -1.3307 1.1680 0.1 -0.1 -0.2 -0.201
Ge -0.2688 -2.0568 2.9096 0.1 0.0 -0.1 0.962
C 0.7966 -1.0927 4.2529 0.1 0.1 0.1 -0.243
C 0.2763 0.1388 4.6669 0.1 -0.1 0.1 -0.122
C 0.9688 0.9573 5.5488 0.0 -0.1 0.0 -0.096
C 2.2075 0.5612 6.0393 0.0 0.0 0.0 -0.104
C 2.7399 -0.6562 5.6447 0.0 0.0 0.0 -0.097
C 2.0391 -1.4727 4.7613 0.0 0.2 0.0 -0.109
C -2.1208 -1.8912 3.4911 -0.2 0.0 0.1 -0.266
C -2.5555 -2.5814 4.6257 -0.1 0.1 -0.1 -0.103
C -3.8705 -2.4806 5.0611 0.0 0.0 -0.1 -0.097
C -4.7743 -1.6863 4.3635 0.0 0.0 0.0 -0.098
C -4.3592 -0.9971 3.2322 0.1 0.0 0.0 -0.081
C -3.0406 -1.1018 2.8007 0.0 -0.1 0.0 -0.112
C 0.0690 -3.9962 2.8387 0.1 -0.1 -0.1 -0.251
C 1.0833 -4.7209 3.4637 -0.1 0.0 0.0 -0.106
C 1.2384 -6.0869 3.2418 -0.1 0.0 0.0 -0.103
C 0.3799 -6.7534 2.3819 0.0 0.0 0.0 -0.107
C -0.6403 -6.0509 1.7500 0.0 0.0 0.0 -0.090
C -0.7921 -4.6909 1.9801 0.1 0.0 0.0 -0.102
H -0.6923 0.4586 4.2987 0.0 0.0 0.0 0.074
H 0.5411 1.9048 5.8568 0.0 0.0 0.0 0.097
H 2.7530 1.1985 6.7246 0.0 0.0 0.0 0.095
H 3.7064 -0.9718 6.0192 0.0 0.0 0.0 0.096
H 2.4898 -2.4084 4.4624 0.0 0.0 0.0 0.072
H -1.8589 -3.2084 5.1743 0.0 0.0 0.0 0.102
H -4.1937 -3.0260 5.9403 0.0 0.0 0.0 0.095
H -5.8011 -1.6083 4.7000 0.0 0.0 0.0 0.095
H -5.0615 -0.3846 2.6787 0.0 0.0 0.0 0.098
H -2.7280 -0.5661 1.9104 0.0 0.0 0.1 0.054
H 1.7695 -4.2316 4.1395 0.0 0.0 0.1 0.071
H 2.0314 -6.6284 3.7442 0.0 0.0 0.0 0.094
H 0.5068 -7.8135 2.1984 0.0 0.0 0.0 0.094
H -1.3134 -6.5622 1.0722 0.0 0.0 0.0 0.098
H -1.5864 -4.1523 1.4719 0.0 0.0 0.0 0.103
```
Positions in Å, forces in eV/Å.

As for the HOMO energy: -0.152 Eh. The total energy comes out at -230784.47318 eV. As for the charge: -1.


Entry 3:
Formula: C46H37BaBrIN4O2PS2
Source: OMol25
Level of theory: wB97M-V/def2-TZVPD

XYZ file:
```
95
Properties=species:S:1:pos:R:3:forces:R:3:lowdin_charge:R:1
Ba 0.2126 -0.2647 -0.5503 0.3 0.2 0.3 1.390
Br -5.6933 0.3795 4.4354 0.0 0.0 0.0 0.747
C -4.5419 -0.4006 3.1523 0.0 0.0 0.0 -0.688
C -3.7774 0.4131 2.3330 0.0 0.0 0.0 -0.108
C -2.9001 -0.1713 1.4351 -0.1 0.0 0.1 -0.056
C -2.7819 -1.5570 1.3573 0.0 0.0 0.0 -0.269
C -3.5821 -2.3598 2.1671 0.0 0.1 0.0 -0.029
C -4.4647 -1.7805 3.0627 0.0 0.0 0.0 -0.129
N -1.7951 -2.0612 0.4723 -0.1 -0.1 0.0 0.015
C -1.8483 -3.2445 0.0191 0.0 0.1 0.0 -0.082
C -0.8170 -3.7663 -0.8979 0.0 -0.1 0.1 -0.263
C -0.9856 -5.0200 -1.4685 0.0 0.1 0.0 -0.006
C -0.0337 -5.4705 -2.3716 0.0 0.0 0.0 -0.042
C 1.0402 -4.6546 -2.6664 0.1 0.1 0.0 -0.029
C 1.1353 -3.4178 -2.0367 -0.1 -0.2 0.0 -0.139
N 0.2393 -2.9899 -1.1580 0.0 -0.2 -0.1 -0.019
H -3.8572 1.4907 2.3855 0.0 0.0 0.0 0.105
H -2.3449 0.4877 0.7764 0.1 0.0 -0.1 0.013
H -3.4901 -3.4370 2.1519 0.0 0.0 0.0 0.107
H -5.0699 -2.3982 3.7120 0.0 0.0 0.0 0.106
H -2.6644 -3.9356 0.2399 -0.1 0.1 0.0 0.129
H -1.8524 -5.6203 -1.2261 0.0 0.0 0.0 0.117
H -0.1416 -6.4382 -2.8429 0.0 0.0 0.0 0.114
H 1.7971 -4.9517 -3.3784 0.0 0.0 0.0 0.113
H 1.9664 -2.7564 -2.2435 0.0 0.0 0.0 0.103
S -1.2305 2.2217 -1.3176 -0.1 -0.1 -0.2 0.280
C -2.0479 1.6607 -2.7788 0.0 0.1 0.1 -0.702
C -3.2762 2.2626 -3.0631 0.0 -0.1 -0.1 -0.084
C -4.0388 1.9126 -4.1684 0.1 0.0 0.1 -0.204
C -5.2960 2.5602 -4.3879 -0.1 0.0 -0.1 -0.188
N -6.3118 3.0761 -4.5455 0.0 0.0 0.0 0.153
C -3.5578 0.9253 -5.0386 0.1 0.0 0.1 -0.203
C -2.3352 0.3272 -4.7726 -0.1 0.1 0.0 -0.088
C -1.5574 0.6629 -3.6584 0.1 -0.1 -0.1 -0.735
S -0.0336 -0.2029 -3.4851 0.0 0.0 0.0 0.345
C -4.3038 0.5122 -6.1888 -0.1 0.0 -0.1 -0.187
N -4.8817 0.1689 -7.1219 0.0 0.0 0.0 0.153
H -3.6454 3.0243 -2.3907 0.0 0.0 0.0 0.105
H -1.9659 -0.4324 -5.4473 0.0 0.0 0.0 0.102
I -0.6691 2.9565 1.8449 0.0 0.0 0.1 1.016
C -1.1036 3.1771 3.8911 -0.1 0.2 0.2 -0.593
C -1.7744 4.3539 4.1190 0.0 0.0 -0.2 -0.185
C -2.1356 4.7803 5.4055 0.0 0.0 0.1 -0.070
C -1.7802 4.0176 6.4718 0.0 0.0 -0.1 -0.036
C -1.0932 2.7954 6.2843 0.0 0.0 0.0 -0.159
C -0.7261 2.0762 7.4450 0.0 0.0 0.0 -0.027
C -0.0463 0.9026 7.3582 0.0 0.0 0.0 -0.056
C 0.2358 0.3892 6.0853 0.0 0.0 -0.1 -0.107
C -0.1272 1.0188 4.9156 0.0 0.0 0.1 -0.293
P 0.2349 0.0179 3.3996 0.0 -0.1 -0.1 1.029
C -0.4552 -1.6213 3.8516 -0.2 0.1 0.1 -0.377
C -1.5007 -1.7815 4.7632 0.1 0.0 0.0 -0.086
C -2.0520 -3.0321 4.9969 0.0 -0.1 0.0 -0.083
C -1.5821 -4.1460 4.3162 0.0 0.0 0.0 -0.089
C -0.5701 -3.9944 3.3794 0.1 0.0 0.0 -0.083
C -0.0226 -2.7423 3.1443 0.0 -0.1 -0.1 -0.130
C 2.0370 -0.1904 3.6833 0.1 0.0 0.1 -0.384
C 2.8234 0.9054 3.3190 0.0 0.0 0.0 -0.117
C 4.1934 0.9031 3.5347 0.0 0.0 -0.1 -0.088
C 4.8063 -0.2101 4.0945 0.0 0.0 0.0 -0.084
C 4.0361 -1.3069 4.4530 0.0 0.0 0.0 -0.079
C 2.6609 -1.2934 4.2603 0.0 0.0 0.0 -0.104
C -0.7682 2.3060 4.9777 0.1 -0.1 -0.1 -0.174
H -2.0226 4.9871 3.2777 0.0 0.0 0.0 0.075
H -2.6662 5.7146 5.5279 0.0 0.0 0.0 0.110
H -2.0093 4.3261 7.4840 0.0 0.0 0.0 0.114
H -0.9902 2.4968 8.4076 0.0 0.0 0.0 0.116
H 0.2550 0.3580 8.2429 0.0 0.0 0.0 0.110
H 0.7400 -0.5669 6.0263 0.0 0.0 0.0 0.101
H -1.8827 -0.9264 5.3049 0.0 0.0 0.0 0.110
H -2.8578 -3.1315 5.7133 0.0 0.0 0.0 0.112
H -2.0069 -5.1232 4.5072 0.0 0.0 0.0 0.106
H -0.1989 -4.8525 2.8317 0.0 0.0 0.0 0.107
H 0.7627 -2.6459 2.4006 0.0 0.0 0.0 0.088
H 2.3534 1.7785 2.8750 0.0 0.0 0.0 0.084
H 4.7807 1.7711 3.2619 0.0 0.0 0.0 0.109
H 5.8762 -0.2198 4.2571 0.0 0.0 0.0 0.104
H 4.5035 -2.1760 4.8989 0.0 0.0 0.0 0.107
H 2.0771 -2.1531 4.5646 0.0 0.0 0.0 0.102
C 2.3431 2.6653 -0.8208 0.1 0.0 0.0 -0.101
O 2.4950 1.2432 -0.8458 0.1 0.3 0.2 -0.377
C 3.7970 0.8248 -0.4821 0.0 -0.1 -0.1 -0.199
C 3.9514 -0.5852 -0.9962 0.0 -0.1 -0.1 -0.178
O 3.0064 -1.4699 -0.4034 -0.1 0.1 0.0 -0.294
C 3.4380 -1.9904 0.8443 0.0 -0.1 0.0 -0.072
H 3.0601 3.1245 -1.5061 0.0 0.0 0.0 0.099
H 2.5075 3.0506 0.1909 0.0 0.0 0.0 0.082
H 1.3298 2.8844 -1.1520 0.0 0.0 0.0 0.016
H 3.9319 0.8848 0.6041 0.0 0.0 0.0 0.115
H 4.5491 1.4684 -0.9528 0.0 0.0 0.0 0.137
H 4.9683 -0.9604 -0.8395 0.0 0.0 0.0 0.134
H 3.7390 -0.5860 -2.0669 0.0 0.0 0.0 0.140
H 2.7012 -2.7306 1.1547 0.0 0.0 0.0 0.085
H 3.5161 -1.2142 1.6059 0.0 0.0 0.1 0.065
H 4.4077 -2.4870 0.7369 0.0 0.0 0.0 0.102
```
Positions in Å, forces in eV/Å.

As for the HOMO energy: -0.237 Eh. The total energy comes out at -168155.75029 eV.


| no. | frontier orbital gap (eV) |
| --- | --- |
| 1 | 6.73 |
| 2 | 6.50 |
| 3 | 5.27 |